ORCA calculation (ωB97M-V/def2-TZVPD) on the molecule C3H4S4.

ORCA input file:
```
! RIJCOSX wB97M-V def2-TZVPD def2/J DEFGRID3
* xyz 0 1
C -0.9102 0.1825 0.6067
C -0.1493 -0.8190 0.3918
C 1.5112 0.7942 -1.0861
S 0.5855 2.1244 -0.2540
S 1.4388 -0.8333 -0.4063
S -2.4909 0.5943 1.1298
S -0.6656 -2.3989 1.0057
H 1.0864 0.8503 -2.0944
H 2.5480 1.0497 -1.1402
H -1.8305 1.4292 1.9951
H -1.1235 -2.9733 -0.1480
*
```

Atomic partial charges in e from the Mulliken method, atoms 1 to 6:
1 C -0.27
2 C 0.41
3 C -0.57
4 S -0.19
5 S -0.06
6 S -0.13


ORCA calculation (ωB97M-V/def2-TZVPD) on a cluster of 8 separate species, C47H41F8O5P in total.

ORCA input file:
```
! RIJCOSX wB97M-V def2-TZVPD def2/J DEFGRID3
* xyz 0 1
O -1.2337 5.2983 1.3626
P -0.4607 4.0559 1.5303
C -1.4684 2.5852 1.8951
O -2.0193 2.5842 3.2274
C -2.6278 1.3610 3.2901
O -3.6621 1.1143 3.8111
O -1.8596 0.4537 2.6202
C -0.9073 1.1619 1.8219
C 0.5092 0.9559 2.3600
C 0.6289 1.2177 3.8372
O 0.2307 0.5710 4.7283
F 1.3258 2.3545 4.0885
H 0.5369 4.1025 2.5159
H 0.1752 3.5953 0.3589
H -2.3103 2.6340 1.1919
H -0.9413 0.8059 0.7943
H 0.8112 -0.0778 2.1995
H 1.2013 1.5965 1.8126
F -5.2001 -2.4121 -0.3284
C -5.5816 -2.4044 0.9696
C -4.9951 -1.4967 1.8269
C -5.3877 -1.4885 3.1575
C -6.3481 -2.3861 3.6058
C -6.9203 -3.2900 2.7208
C -6.5404 -3.3052 1.3855
H -4.2431 -0.8130 1.4565
H -4.9324 -0.7786 3.8329
H -6.6510 -2.3790 4.6443
H -7.6680 -3.9911 3.0683
H -6.9737 -3.9968 0.6760
F 4.8547 3.0582 4.0674
C 5.0062 2.7745 5.3845
C 3.8770 2.5196 6.1343
C 4.0371 2.2272 7.4822
C 5.3031 2.1997 8.0509
C 6.4192 2.4632 7.2679
C 6.2784 2.7516 5.9174
H 2.9041 2.5446 5.6646
H 3.1650 2.0170 8.0877
H 5.4193 1.9734 9.1022
H 7.4079 2.4454 7.7072
H 7.1352 2.9569 5.2908
F -1.8973 2.7216 -1.3757
C -1.1143 2.5103 -2.4637
C -1.1481 1.2738 -3.0733
C -0.3367 1.0704 -4.1811
C 0.4821 2.0887 -4.6506
C 0.4912 3.3216 -4.0121
C -0.3155 3.5450 -2.9046
H -1.7965 0.4969 -2.6906
H -0.3449 0.1102 -4.6796
H 1.1095 1.9203 -5.5157
H 1.1271 4.1174 -4.3765
H -0.3368 4.4989 -2.3943
F -0.1640 -1.1580 -7.2585
C -1.5095 -1.1415 -7.4083
C -2.2020 -0.0216 -6.9996
C -3.5820 -0.0067 -7.1504
C -4.2403 -1.0988 -7.6989
C -3.5142 -2.2132 -8.0987
C -2.1337 -2.2429 -7.9564
H -1.6679 0.8184 -6.5784
H -4.1423 0.8641 -6.8362
H -5.3150 -1.0832 -7.8168
H -4.0249 -3.0657 -8.5242
H -1.5469 -3.0980 -8.2632
F 10.6971 1.1628 3.2278
C 9.9092 2.0356 2.5665
C 10.4474 2.7571 1.5204
C 9.6268 3.6509 0.8467
C 8.3006 3.8122 1.2238
C 7.7859 3.0747 2.2819
C 8.5941 2.1742 2.9621
H 11.4843 2.6169 1.2476
H 10.0293 4.2240 0.0217
H 7.6688 4.5124 0.6940
H 6.7541 3.1979 2.5818
H 8.2175 1.5784 3.7827
F -6.0983 -2.6808 -9.9179
C -6.1967 -3.8499 -10.5889
C -7.0655 -4.8135 -10.1191
C -7.1561 -6.0113 -10.8140
C -6.3859 -6.2263 -11.9486
C -5.5195 -5.2376 -12.3942
C -5.4186 -4.0322 -11.7138
H -7.6519 -4.6228 -9.2307
H -7.8338 -6.7791 -10.4649
H -6.4609 -7.1628 -12.4845
H -4.9160 -5.4025 -13.2770
H -4.7545 -3.2442 -12.0419
F 1.3214 -4.3393 9.2744
C 1.7359 -3.2693 8.5633
C 0.8215 -2.6024 7.7730
C 1.2553 -1.5020 7.0465
C 2.5811 -1.0946 7.1180
C 3.4784 -1.7856 7.9206
C 3.0587 -2.8852 8.6563
H -0.2040 -2.9433 7.7329
H 0.5602 -0.9561 6.4249
H 2.9151 -0.2363 6.5493
H 4.5121 -1.4688 7.9758
H 3.7357 -3.4391 9.2921
*
```

Atomic partial charges in e from the Mulliken method, atoms 1 to 6:
1 O -0.67
2 P 0.57
3 C -0.08
4 O -0.38
5 C 0.51
6 O -0.48


no.,orbital gap (eV),lowest unoccupied orbital energy (eV)
1,7.24,-1.186
2,9.19,0.068